(1)
# C24H62Br2FNO21P2

14 unconnected molecules or ions with the total composition C24H62Br2FNO21P2 (ωB97M-V/def2-TZVPD, the OMol25 dataset).

The LUMO energy comes out at -1.638 eV. The molar mass comes out at 941.5 g/mol. As for the HOMO energy: -9.20 eV.

```
! RIJCOSX wB97M-V def2-TZVPD def2/J DEFGRID3
* xyz 0 1
Br -0.04064 3.19656 1.34636
Br 1.41623 0.33861 2.22792
P -2.92741 -3.89268 3.65275
P 0.33002 -0.89103 -0.98875
F 0.86753 -6.18529 1.12117
O -4.78681 3.16610 -0.36677
O -1.90448 5.97076 -0.12302
O -2.81490 -0.82481 3.14612
O -0.57334 -6.09829 4.02902
O -3.32831 -5.26666 -0.00243
O -4.08169 5.96527 6.43216
O -2.24891 -2.72585 -1.22058
O -1.61076 -5.56499 -3.25339
O -7.88363 3.63902 7.59503
O 9.37415 -0.51289 -9.83429
O 1.67207 -1.51874 -0.42894
O 8.92964 0.59991 -4.69454
O 0.60629 0.67478 -0.80299
O 0.07451 -4.69265 -0.30273
O -8.37280 1.44593 0.84366
O -2.17024 3.35597 4.32938
O 8.74178 2.48970 -6.88345
O 7.19341 -3.02905 -2.31540
O 4.57259 -2.14155 -1.05568
O -0.09480 -1.26710 -2.33811
O -3.53041 -5.20618 3.31249
N -1.35442 -5.86386 1.02342
C -2.21359 2.91034 5.67855
C -7.61737 3.86895 8.97246
C -2.26179 1.58700 0.61966
C -2.17385 -1.48007 2.35251
C -0.12749 -5.48719 0.54570
C 8.82365 -1.63103 -10.52129
C 4.03856 -3.19024 -1.88074
C -1.22898 1.71061 1.73594
C -2.17307 -3.49607 1.00898
C 7.85007 -1.94814 -2.96916
C -5.89009 2.66721 -1.12262
C -0.89113 -1.40154 0.26496
C -1.09923 -0.85787 1.48583
C -2.37123 -2.95298 2.22067
C 10.08287 1.07833 -4.03270
C -9.42552 0.92929 0.03823
C -5.36209 5.49457 6.01723
C -0.51785 0.37849 2.16413
C -1.24016 -4.43158 -4.02710
C 0.58218 -5.82177 4.81738
C -0.83853 6.79104 0.33433
C -2.40669 -4.94312 0.64317
C 8.64552 2.24355 -8.28665
C -1.79479 -2.55903 -0.13138
H -5.76540 6.10123 5.20244
H -1.35163 -6.12379 2.01218
H -8.30247 2.77690 7.51130
H -1.21043 7.69281 0.82926
H -6.56164 2.07815 -0.49707
H -8.53415 3.88474 9.56711
H -7.14234 4.84502 9.04471
H -3.14412 1.06156 1.01824
H -3.74022 -2.98928 4.34470
H -10.11435 0.31139 0.61916
H 0.92337 -6.71184 5.34809
H 8.18393 3.09142 -8.79797
H 0.07202 1.16708 -1.45239
H 4.83487 -3.68440 -2.43644
H -2.02644 -3.67384 -4.04081
H -6.07587 5.47941 6.84184
H 8.05003 -1.33050 -11.23250
H 3.54929 -3.90901 -1.22947
H 9.93624 2.08410 -3.62392
H -0.16906 7.07881 -0.48089
H 9.62708 2.04309 -8.71888
H -1.30753 3.18632 6.22355
H 7.15680 -1.15298 -3.25557
H -1.27942 -6.40594 4.60960
H -2.61621 2.56430 0.28851
H 8.30183 -2.34386 -3.87462
H -1.73989 2.06407 2.63729
H 8.63784 -1.51710 -2.34556
H 1.36203 -5.50192 4.13098
H -6.93627 3.12092 9.38595
H -2.10414 4.31666 4.33220
H -1.91693 1.02455 -0.25471
H -0.32496 -3.96826 -3.65885
H -1.77772 -3.97674 4.45096
H -5.22935 4.47581 5.66097
H 9.29430 3.26437 -6.74187
H 8.74668 1.20006 -5.43267
H -5.13667 3.72454 0.33435
H -2.29434 1.82490 5.65953
H -1.07520 -4.78889 -5.04302
H -8.76195 1.99641 1.53021
H 9.78389 0.06136 -10.48890
H 6.78402 -2.69098 -1.51044
H -3.08152 3.32075 6.19941
H 8.37272 -2.27101 -9.76687
H -6.45225 3.48301 -1.58676
H -0.27573 6.20393 1.05612
H -0.76521 0.27320 3.22346
H -8.96210 0.30874 -0.72518
H -5.47484 2.03846 -1.90729
H 3.29824 -2.78963 -2.57576
H 10.29092 0.40195 -3.20490
H -4.18064 6.86683 6.75219
H 2.39267 -0.86441 -0.47379
H -2.41717 6.46824 -0.76731
H 4.98781 -1.50058 -1.64321
H -1.76337 -5.26628 -2.35031
H 8.02664 1.36226 -8.41809
H -9.98996 1.72614 -0.45293
H 10.95727 1.09220 -4.69184
H 9.59143 -2.20196 -11.04918
H 0.39550 -5.02223 5.53916
*
```



(2)
# C24H62BrN4O6

6 unconnected molecules or ions with the total composition C24H62BrN4O6 (ωB97M-V/def2-TZVPD, the OMol25 dataset).

The LUMO energy comes out at -2.813 eV. The molar mass comes out at 582.7 g/mol. As for the HOMO energy: -11.81 eV.

```
! RIJCOSX wB97M-V def2-TZVPD def2/J DEFGRID3
* xyz 1 1
Br -5.39314 4.03417 -2.27727
O -2.32360 2.24650 -2.77852
O 5.03186 -2.39700 -1.56219
O 1.00606 -2.40130 2.56954
O 2.46767 2.49976 -5.86316
O -3.08761 0.00991 2.27479
O -3.59550 -0.72648 6.79305
N 3.64154 1.47423 -3.27351
N 3.64757 0.68960 -1.05580
N 2.50268 2.71504 -1.60787
N -1.00626 0.36124 -2.54568
C 2.06157 3.12011 -7.08828
C -2.33257 -2.21610 1.73369
C 3.71134 -4.35010 -1.05462
C -4.76614 1.24623 -2.03871
C -1.63173 1.39074 -0.47733
C -2.14116 -1.00425 2.63236
C 3.97868 -3.22951 -2.04812
C -0.13808 0.82897 -0.43223
C -2.31099 -1.36859 4.09786
C 1.91695 -0.42174 3.60590
C -5.16462 -0.98370 8.60762
C 0.21572 0.98316 -1.92827
C -2.15756 1.13415 -1.93317
C 4.35127 -3.77954 -3.41584
C -4.83747 2.50668 -1.11351
C 0.59375 3.50877 -7.00265
C -3.51770 0.35474 -1.79749
C -2.74944 -0.44417 9.03455
C 1.56791 0.47440 -2.46827
C 3.24083 -2.55095 3.46562
C -3.73153 -1.18502 8.14062
C 2.81628 1.35871 -2.05446
C 2.21341 -1.66482 2.78013
C 2.94022 4.32927 -7.36333
H -3.57815 -0.20927 -0.84975
H 2.19886 2.38036 -7.87811
H -1.72625 -0.59052 8.68366
H -0.22224 -0.24336 -0.16192
H -3.86695 2.80262 -0.69513
H -4.89804 1.53664 -3.09382
H 3.21881 0.82056 -0.14568
H 2.81874 0.17201 3.76485
H 2.66699 4.81027 -8.30348
H -1.14651 -0.58295 2.47173
H -5.43779 0.07495 8.57365
H 1.17156 0.20274 3.10697
H 4.29303 2.24533 -3.14149
H -3.49328 -2.25019 8.13825
H -5.85880 -1.51367 7.95315
H -5.30266 -1.34516 9.62792
H -0.02366 2.63121 -6.79687
H -1.46373 2.48903 -0.40890
H 0.25060 3.96540 -7.93181
H -2.81645 -0.78975 10.06740
H 5.82222 -2.93826 -1.47904
H -5.59882 2.43512 -0.32865
H 0.42740 4.21704 -6.18490
H 1.73885 -0.53949 -2.05156
H 3.08969 -2.59818 -2.13673
H -2.94355 0.63214 9.01452
H -0.95115 0.41520 -3.56524
H 4.60372 -4.96632 -0.91799
H 3.55351 -4.40434 -3.82232
H -1.60984 -2.99832 1.96665
H -3.34008 -2.62788 1.84440
H 2.89474 -4.99171 -1.39127
H 2.85163 5.06432 -6.55770
H -1.01144 -0.64189 -2.33242
H -1.58716 -2.12713 4.40230
H -2.18067 -0.49129 4.72897
H 5.26461 -4.37712 -3.35619
H 0.66865 -2.66839 3.43045
H -3.97251 -0.34419 2.40919
H 2.87072 -2.89275 4.43623
H 2.98713 1.82718 -3.97776
H 4.18138 -2.01969 3.62011
H 1.57102 0.34708 -3.57043
H 2.35282 3.14107 -5.15445
H -3.50564 -0.43255 -2.59084
H 3.43787 -3.44200 2.86739
H 1.50344 -0.69375 4.58100
H 0.49149 1.31842 0.32039
H -3.31595 -1.75050 4.29119
H 3.98970 4.03602 -7.41378
H -2.21689 -1.93690 0.68160
H 1.90230 2.74288 -0.79267
H 3.75658 -0.29389 -1.28523
H -2.67043 1.88932 -3.60049
H 3.45290 -3.94138 -0.07555
H -3.80323 0.21296 6.77977
H 2.16293 3.30028 -2.35527
H 0.14226 2.05205 -2.19321
H -5.64972 0.62217 -1.80040
H -2.29484 1.05196 0.34501
H 2.58211 -1.37149 1.79415
H 4.54790 -2.96521 -4.11531
*
```



(3)
# C24H62F6O12P

10 unconnected molecules or ions with the total composition C24H62F6O12P (ωB97M-V/def2-TZVPD, the OMol25 dataset).

The LUMO energy comes out at 2.558 eV. The molar mass comes out at 687.7 g/mol. As for the HOMO energy: -6.43 eV.

```
! RIJCOSX wB97M-V def2-TZVPD def2/J DEFGRID3
* xyz -1 1
P -0.44070 1.01177 -0.40250
F 0.12298 2.38624 -1.03040
F -1.68222 1.11318 -1.44522
F 0.81100 0.98325 0.61160
F 0.41724 0.15150 -1.47867
F -1.06085 -0.38115 0.13593
F -1.29852 1.78991 0.73842
O -0.72560 2.03463 -4.81011
O 1.70623 0.39561 -4.27895
O 1.18521 -1.94681 -5.55574
O 1.81329 -2.72740 2.29641
O -5.80311 3.22453 -0.84894
O 2.62924 -5.36955 2.30706
O 4.82676 1.01556 0.36323
O -4.37078 -1.32823 -0.18902
O -1.10305 0.59573 3.31458
O 6.45635 0.97021 2.63582
O 2.71984 2.64594 4.22060
O -0.83482 -0.79049 -3.75644
C -3.74839 3.72476 0.24494
C -2.00998 2.21305 -4.21223
C 5.95926 -0.08868 3.41414
C 3.79853 0.41309 -0.38534
C -4.07460 -0.95601 1.16727
C -5.70752 4.63663 -0.68455
C -2.01621 1.62520 3.64264
C 3.54903 -4.30668 2.44966
C 2.13743 -1.94861 -4.53610
C -5.41077 -1.06324 1.88400
C 2.09688 1.61107 -3.72191
C 4.33804 1.56965 1.54952
C -5.99394 -2.30171 1.21471
C 1.28446 -1.50707 2.73606
C 5.49081 1.97264 2.42503
C -5.55716 -2.12293 -0.24353
C -4.49975 2.68689 -0.59660
C 0.82000 -3.24851 -5.89650
C 1.40832 2.20054 3.85960
C 2.72399 -0.58266 -4.26018
C -4.80300 4.79446 0.52984
C 2.86811 -3.15341 3.10748
C 3.25763 -6.54725 1.90280
C -1.69564 -1.85693 -3.45082
H -2.89551 4.14617 -0.29248
H 3.63808 -6.46660 0.87258
H 2.52900 -7.35649 1.90989
H -5.47417 -3.19218 1.58672
H 0.63625 2.96243 3.99628
H -0.91713 0.66697 2.37107
H -4.58825 1.70330 -0.13297
H -3.98069 2.47916 -1.53858
H -0.70575 -0.31512 -2.92330
H 2.40166 2.34483 -4.49040
H 6.76785 -0.81284 3.52439
H -3.30536 -1.62687 1.56837
H 4.25684 0.00525 -1.28773
H 3.61523 0.91194 2.05392
H 1.27485 2.04397 -3.15505
H -3.29261 3.32397 1.15130
H 1.14289 1.35591 4.49089
H 2.53255 -3.41746 4.12216
H 3.91971 -3.97917 1.47003
H -1.95435 -2.37877 -4.37398
H 1.37037 1.84487 2.82592
H -0.29585 2.89402 -4.78929
H 5.65316 0.25551 4.40997
H 1.70246 -3.89804 -6.01276
H -6.71020 5.02911 -0.51374
H 2.97006 -2.63936 -4.77213
H -1.91411 2.39069 -3.13378
H 4.09192 -6.80685 2.56896
H 0.54154 -1.16028 2.02572
H -6.31063 -1.58776 -0.83449
H 2.86496 3.54533 3.91912
H -5.38716 4.55658 1.42131
H -3.61285 0.03018 1.12432
H 5.07627 2.29502 3.39256
H -2.55639 1.28850 -4.36229
H 2.95632 1.51765 -3.04381
H -6.00002 -0.15863 1.72544
H 1.69413 -2.36238 -3.61426
H 3.60290 -2.33745 3.22561
H -5.31084 -3.06054 -0.74605
H -1.21804 -2.58987 -2.77584
H 3.30727 -0.38943 0.17276
H 4.38823 -4.65958 3.06692
H -4.38540 5.79395 0.66273
H 3.51001 -0.34302 -4.99524
H 0.80236 -1.61523 3.71557
H -3.04592 1.35953 3.36839
H -5.30614 -1.23293 2.95839
H 3.74093 2.46689 1.30219
H 3.16399 -0.60788 -3.25547
H -2.53521 3.07423 -4.64088
H -7.05929 -2.46066 1.37816
H 5.12644 -0.60508 2.92460
H 5.94249 2.86895 1.99509
H -2.61408 -1.54210 -2.93837
H 0.30174 -3.23223 -6.85467
H 2.08002 -0.75151 2.80276
H 3.05243 1.15030 -0.70429
H -1.96258 1.79360 4.71772
H 0.16353 -3.68540 -5.13184
H -1.78178 2.55873 3.12058
H -5.28214 5.07546 -1.59630
*
```



(4)
# C24H62FN4O3

5 unconnected molecules or ions with the total composition C24H62FN4O3 (ωB97M-V/def2-TZVPD, the OMol25 dataset).

The LUMO energy comes out at -6.340 eV. The molar mass comes out at 473.8 g/mol. As for the HOMO energy: -17.46 eV.

```
! RIJCOSX wB97M-V def2-TZVPD def2/J DEFGRID3
* xyz 3 1
F 6.18802 -9.68474 41.97323
O 6.49243 -7.40406 40.67380
O 7.31474 -10.75579 44.08973
O 2.53096 -13.65396 40.77366
N 8.71271 -6.08455 42.07349
N 4.55703 -11.42829 45.08847
N 9.32899 -12.29558 40.58773
N 3.05198 -10.75031 39.81728
C 3.22703 -11.42373 45.81056
C 3.25896 -9.31498 40.19783
C 8.88112 -7.39201 42.80763
C 4.34342 -11.47844 40.01241
C 9.97312 -5.28030 42.42202
C 5.25358 -10.07290 45.22903
C 5.45914 -12.49764 45.63576
C 7.51646 -5.36319 42.63249
C 1.92995 -11.21573 40.72797
C 10.67081 -10.40877 39.91059
C 9.70884 -10.76546 38.75519
C 7.08442 -15.73473 42.66083
C 1.54238 -12.65372 40.48435
C 8.31386 -12.77058 41.61107
C 8.62152 -6.19073 40.58794
C 7.35310 -13.82719 41.06285
C 2.66554 -10.77640 38.33501
C 4.35779 -11.71141 43.62705
C 6.43654 -14.48499 42.11499
C 6.77244 -10.03816 45.18983
C 10.23568 -13.42454 40.10834
C 8.64102 -11.66694 39.41099
C 7.75925 -7.37986 40.11244
C 10.11812 -11.14215 41.12605
H 7.79075 -11.10833 39.81051
H 5.47433 -14.73641 41.67270
H 2.45675 -13.99212 41.66766
H 7.19989 -16.51445 41.90486
H 9.83436 -7.81923 42.50249
H 5.09333 -10.96404 39.40682
H 5.74915 -12.37366 46.67388
H 9.40546 -10.50216 41.64973
H 8.12408 -15.54228 42.95315
H 3.88928 -12.67090 43.42825
H 3.35728 -10.11964 37.81561
H 7.80124 -11.85753 41.90057
H 8.16176 -5.30970 40.14312
H 9.69601 -14.05411 39.41139
H 6.64394 -5.97470 42.42614
H 5.34784 -11.69085 43.17402
H 4.71323 -11.49422 41.03476
H 1.71108 -10.25396 38.29477
H 1.08563 -12.87680 39.51887
H 7.13411 -9.01394 45.05453
H 10.73140 -13.81422 40.98977
H 10.79038 -11.53332 41.88947
H 2.20851 -11.06547 41.76689
H 2.36308 -8.71908 40.04762
H 10.78354 -5.79676 41.91736
H 6.92560 -10.37429 43.26397
H 6.40631 -13.73889 42.91511
H 1.12233 -10.53942 40.45501
H 3.88366 -10.86323 43.13853
H 8.09138 -8.09656 42.54394
H 6.75918 -13.23264 40.35494
H 8.23616 -8.36650 40.24172
H 7.22584 -10.36968 46.12319
H 4.90394 -9.61173 46.15576
H 6.60799 -16.16341 43.54102
H 4.88261 -13.42162 45.54064
H 9.24387 -9.85462 38.38546
H 6.29915 -12.62391 44.96112
H 9.80365 -4.33411 41.91148
H 8.23260 -12.42763 38.74867
H 2.65234 -10.52776 45.60427
H 7.70209 -5.17713 43.68745
H 4.00453 -8.83351 39.55780
H 6.28791 -8.28224 41.08094
H 7.42991 -4.40303 42.12799
H 2.64935 -11.81764 38.04030
H 11.71160 -10.65329 39.70646
H 3.75265 -9.29016 41.16910
H 2.80839 -12.34172 45.40029
H 4.29601 -12.44476 39.51452
H 8.85239 -13.27365 42.41730
H 10.65130 -9.34657 40.15364
H 10.96543 -12.89229 39.49683
H 0.73545 -12.99951 41.14114
H 7.76858 -7.37074 39.01245
H 7.84841 -14.59166 40.46170
H 4.81287 -9.42351 44.47130
H 8.87759 -7.16318 43.86860
H 9.60214 -6.29413 40.12450
H 3.40106 -11.55342 46.87509
H 10.03819 -5.22474 43.50109
H 10.18534 -11.28337 37.92774
*
```